{
  "formula": "C22H19N7O2S3Yb",
  "method": "ωB97M-V with the def2-TZVPD basis set",
  "species": ["C", "C", "C", "C", "C", "C", "C", "C", "C", "C", "H", "H", "C", "S", "C", "H", "C", "H", "C", "H", "C", "S", "N", "N", "H", "C", "H", "C", "O", "H", "H", "O", "N", "H", "N", "N", "C", "H", "N", "C", "H", "N", "H", "H", "H", "Yb", "C", "S", "H", "H", "C", "H", "H", "C"],
  "coordinates": [[-0.9024, -0.7640, 5.7768], [-1.9120, -1.6610, 3.7769], [3.2604, 0.9403, -3.3960], [-4.7156, 1.4520, 0.8890], [3.4426, -0.0648, -1.2168], [-1.8904, 2.1156, -2.6353], [-3.2894, -0.4958, 0.6790], [-1.9206, -1.4981, 5.1422], [-0.8883, -1.0948, 3.0221], [4.6390, 1.0648, -3.4570], [5.4289, -0.2686, -0.4507], [5.0959, 1.5034, -4.3342], [1.1848, 0.2188, -2.2071], [-3.9834, 0.3639, 2.0078], [0.2776, 1.3776, -2.3292], [1.8193, 2.8590, -2.3892], [2.6532, 0.3796, -2.2736], [2.3059, -4.2904, -2.3788], [0.1344, -0.3682, 3.6265], [0.2303, 4.7168, -2.8643], [-4.3878, 1.1181, -0.3750], [-0.9701, -1.2148, 1.2865], [-0.9137, -0.5785, 7.1189], [-2.4563, -1.5838, 0.7777], [-5.3366, 2.2605, 1.2364], [0.1269, -0.2104, 4.9906], [-4.7434, 1.6185, -1.2621], [5.4212, 0.6279, -2.3977], [-0.6705, 0.0954, 0.6510], [-2.2003, 4.1849, -3.0865], [-0.1536, -0.1089, 7.5736], [-0.1322, -2.2246, 0.6679], [0.6006, -0.9337, -2.1333], [-2.6841, -2.2366, 3.2815], [1.3005, -4.3128, -2.4211], [-1.0503, 1.1167, -2.3681], [0.6097, -3.1736, -2.3298], [2.6488, 1.2545, -4.2337], [-3.5633, 0.0204, -0.5026], [-1.4790, 3.4173, -2.8465], [-2.9394, 1.8577, -2.6960], [1.3187, -2.0677, -2.1733], [-1.6017, -1.0302, 7.6918], [0.9180, 0.0690, 3.0210], [0.8127, -5.1653, -2.6246], [-1.4561, -1.0379, -1.2288], [0.7592, 2.6758, -2.4722], [-1.1217, -3.3171, -2.5410], [-2.7120, -1.9368, 5.7366], [6.4983, 0.7192, -2.4403], [4.8197, 0.0682, -1.2795], [0.9216, 0.3444, 5.4732], [2.9738, -0.5060, -0.3463], [-0.1276, 3.7041, -2.7364]],
  "s2": 0.751,
  "multiplicity": 2,
  "total_charge": 1,
  "energy_ha": -3736.7034
}

---

{
  "formula": "C22H20Cl2IN4O5SSiTm",
  "method": "ωB97M-V with the def2-TZVPD basis set",
  "species": ["H", "Tm", "C", "H", "N", "C", "Cl", "H", "C", "C", "H", "C", "O", "C", "N", "C", "H", "C", "H", "C", "Cl", "H", "O", "H", "H", "I", "C", "O", "C", "H", "C", "H", "C", "H", "C", "C", "N", "H", "C", "S", "C", "C", "H", "H", "C", "H", "H", "H", "Si", "C", "C", "C", "O", "O", "H", "H", "N"],
  "coordinates": [[-2.1002, 1.9360, 1.9962], [0.7619, 0.4485, 0.5144], [-3.6505, 2.1070, 0.5041], [-3.8864, 2.6695, -3.3617], [0.8865, 1.6084, 3.0051], [3.6704, -1.6098, -3.1172], [0.3160, -0.7827, 5.2253], [3.3778, -3.4378, -1.9941], [4.4637, -1.5534, 3.6858], [0.6991, 2.0736, 4.2179], [-2.1606, 0.0448, -4.5417], [-2.9850, -0.6187, -4.3239], [1.0545, -1.7804, 0.8872], [3.4189, -0.2281, -3.1033], [1.6313, 0.5431, 2.6251], [2.4549, -1.7960, -1.0463], [5.4424, -1.7428, 3.3003], [-3.3050, 0.6171, -1.3849], [3.7727, 0.4278, -3.8918], [3.2239, -2.3742, -2.0617], [4.4442, 0.2407, 1.6851], [4.1765, -2.0538, -3.9900], [2.7836, 2.6101, -2.5962], [-6.2997, -0.6011, -1.7661], [1.2653, 1.7121, 5.0593], [5.4345, 2.0367, 5.6575], [1.7405, -2.5231, 0.1076], [1.5062, 1.9634, -0.8102], [2.7163, -1.8979, 5.2826], [-5.6037, 2.3231, -3.5912], [-2.0686, 0.2668, -0.7950], [4.6312, -2.8867, 5.4238], [2.6601, 0.2804, -2.0620], [-4.2341, 2.8919, 0.9965], [1.9078, -0.9982, 4.6012], [4.0194, -2.1892, 4.8313], [-1.6032, 0.8512, 0.3258], [-0.1162, 2.8090, 4.2604], [-4.6040, 1.9064, -3.7678], [-1.1018, -0.9232, -1.5137], [-2.4342, 1.6914, 1.0051], [-5.7490, -0.8752, -2.6744], [-2.5798, -1.5513, -3.9085], [-5.0870, 1.8045, -1.0352], [2.3802, -0.2441, 3.4814], [2.3684, -2.3140, 6.2237], [-4.3533, 1.8571, -4.8181], [-3.5022, -0.7746, -5.2658], [-4.1566, 0.2186, -3.0418], [3.7031, -0.5816, 3.0564], [2.3143, 1.7913, -1.8284], [-4.0871, 1.5468, -0.7076], [1.8248, -3.7534, 0.1660], [0.1750, 2.0880, 1.9888], [-6.4556, -0.8822, -3.5319], [-5.3653, -1.9057, -2.5680], [2.2638, -0.4858, -1.0153]],
  "s2": 2.002,
  "multiplicity": 3,
  "total_charge": -2,
  "energy_ha": -4436.8347
}

---

{
  "formula": "C22H20Cl2MgN10O4Se2",
  "method": "ωB97M-V with the def2-TZVPD basis set",
  "species": ["H", "N", "C", "C", "C", "C", "H", "C", "N", "H", "C", "N", "C", "C", "H", "C", "C", "C", "O", "N", "C", "H", "N", "H", "H", "Se", "N", "H", "Mg", "C", "C", "C", "C", "H", "H", "C", "N", "H", "C", "Cl", "N", "C", "H", "Se", "H", "H", "C", "H", "H", "H", "O", "Cl", "H", "O", "O", "C", "N", "C", "H", "N", "H"],
  "coordinates": [[-0.3921, -2.3997, -2.6756], [-1.4975, 4.5707, 2.1555], [-0.4315, -1.5887, -3.4333], [-0.5193, -3.4852, 1.4685], [2.8415, 0.6732, 4.3678], [-0.8218, -4.8288, 1.6640], [-3.1790, -0.4223, -5.0178], [-0.9554, -2.5694, 2.4629], [1.9566, 1.0897, 2.1745], [-3.4005, 3.8387, -4.6855], [3.1232, 0.6997, 0.1351], [0.3992, 3.6134, 2.3275], [-2.3506, -0.6235, -5.7082], [-1.6610, -3.0161, 3.5894], [-2.6934, -4.7671, 4.5257], [-1.5461, -5.2530, 2.7525], [-2.5134, 2.2064, -0.3584], [-1.4574, 0.5667, -5.7159], [2.0273, 0.8234, -0.4987], [-2.6106, 3.1293, 0.6851], [-1.5244, 3.5002, 1.4422], [-1.9442, -6.2635, 2.7480], [-1.4637, 1.4615, -0.6022], [0.2099, -2.1096, 0.4789], [-2.0204, -2.2439, 4.2992], [-2.3147, 2.3035, -6.3287], [-0.2802, 4.6728, 2.6764], [-1.1281, 0.7427, -4.7150], [0.3681, 1.0821, 0.6959], [1.8211, 1.0415, 3.4691], [5.4388, 0.0583, 1.7400], [5.5411, 0.1704, 0.3792], [3.1074, 0.7600, 1.5947], [0.8214, 1.2637, 3.8356], [0.6141, -1.2682, -3.6605], [4.4560, 0.4864, -0.4054], [-3.5345, 2.0603, -1.2176], [6.5207, -0.0187, -0.0272], [-1.9858, -4.3865, 3.7222], [6.9262, -0.2178, 2.7365], [-3.0240, 1.0793, -2.0111], [4.0415, 0.3688, 3.8375], [-3.1228, 2.2309, -3.8972], [-1.4304, -2.2227, -5.0062], [-0.4218, -5.4631, 0.8601], [-3.2660, 3.7926, 0.5090], [-2.6835, 3.0289, -4.5105], [-0.6352, 0.3012, -6.4043], [4.8354, 0.0278, 4.4998], [-0.9631, -0.7640, -2.9137], [0.0799, -3.0730, 0.3430], [4.5345, 0.6124, -2.1881], [-1.7612, 3.4185, -4.0977], [-0.2153, -0.7216, 1.2444], [-1.0351, -0.3406, 3.3115], [4.2188, 0.3882, 2.3711], [-0.3489, 2.8797, 1.4945], [-0.7316, -1.0824, 2.3793], [-2.7499, -1.0095, -6.6477], [-1.8556, 0.6813, -1.6817], [2.5872, 0.5150, 5.4315]],
  "total_charge": -2,
  "relative_energy_kcal_mol": 0.0
}

---

{
  "formula": "C22H20ClFN2O2",
  "method": "ωB97M-V with the def2-TZVPD basis set",
  "species": ["C", "N", "O", "N", "H", "C", "H", "Cl", "C", "C", "C", "C", "H", "H", "H", "C", "C", "H", "F", "C", "C", "H", "C", "H", "C", "H", "H", "C", "C", "H", "H", "H", "H", "C", "C", "C", "C", "C", "C", "H", "H", "H", "C", "O", "C", "H", "H", "H"],
  "coordinates": [[-0.3573, -2.9662, 2.8028], [0.9256, -0.9865, -1.2557], [-1.5180, -3.2257, 0.6915], [-1.6698, 1.1060, 0.5471], [0.8358, 2.7698, -3.1912], [1.5519, 2.0473, -2.8171], [-1.1948, 6.2556, -0.2657], [0.8042, -2.9812, 5.2621], [1.1416, -1.2156, 3.2044], [-0.5724, 0.6619, -0.1860], [1.4140, 1.4294, -1.4205], [-0.1989, -0.7975, -0.3130], [2.4735, 3.4802, -1.2480], [2.5933, -0.0529, -0.3154], [0.2596, -3.8239, -3.0882], [0.0249, -1.3479, 1.0509], [-2.5265, 3.4117, 1.0949], [1.4439, 0.1625, 1.5641], [0.5077, 4.7469, -1.5012], [-1.6042, -4.6496, 0.9025], [1.9986, 0.0031, -1.2438], [-3.3549, 3.1424, 1.7287], [-0.5902, 2.9304, -0.2705], [-3.0092, 5.5012, 1.2511], [-1.6708, 2.5063, 0.4971], [-2.2324, 0.5339, 1.1642], [2.7312, -0.1448, -2.0674], [0.5053, -2.3447, 3.6644], [0.9382, -0.7247, 1.9122], [-1.0553, -1.2871, -0.7545], [1.7816, -0.7085, 3.8895], [1.9487, 1.4090, -3.6277], [3.5384, 2.1346, -1.7623], [1.0538, -2.0642, -2.1488], [-1.3211, 5.1773, -0.0697], [0.0932, 1.6946, -0.6886], [-0.6068, -2.5586, 1.4968], [-2.3314, 4.7737, 0.8256], [-0.0293, -3.1334, -2.2963], [-0.6336, -5.1450, 0.8550], [-0.9964, -2.6951, -2.6305], [-0.8788, -3.8483, 3.2389], [2.5211, 2.4783, -1.6671], [2.0633, -2.2291, -2.8167], [-0.4166, 4.2670, -0.6267], [-2.0286, -4.8941, 1.8528], [-2.2652, -5.1058, 0.1516], [-0.0869, -3.6924, -1.3753]],
  "total_charge": 0,
  "smiles": "COc1cc(Cl)ccc1[C@H]1c2[nH]c3cccc(F)c3c2C2(CC2)CN1C(C)=O",
  "relative_energy_kcal_mol": 4.2
}

---

Let's list molar mass in order: 682.7; 847.3; 741.6; 398.9 g mol⁻¹.